1.
A 3-piece molecular cluster, C23H43NO10 overall at a distorted geometry. Source: the Open Molecules 2025 dataset; level of theory: ωB97M-V/def2-TZVPD.

Geometry (Å):
C 5.1280 1.9216 1.8205
C 3.8195 2.1865 1.0988
C 3.5668 1.2015 -0.0671
C 2.2456 0.5339 0.0175
C 1.0065 1.0382 -0.0397
C 0.6700 2.4769 -0.2279
C -0.0458 3.2439 0.9003
O 0.4552 4.2817 1.2446
N -1.2077 2.7488 1.5279
C -0.9317 1.7966 2.6054
C -2.3604 2.5036 0.6684
C 0.0748 -0.1087 0.0068
O -1.0216 -0.2323 -0.4472
O 0.7716 -1.2012 0.5059
C 2.0924 -0.9209 0.1768
O 2.8695 -1.7931 -0.0626
H 5.3807 2.7385 2.4947
H 5.9486 1.8145 1.1095
H 5.0760 1.0031 2.4062
H 3.8264 3.2056 0.7117
H 2.9906 2.1277 1.8070
H 3.6394 1.7157 -1.0273
H 4.3320 0.4245 -0.0793
H 1.6134 3.0109 -0.3102
H 0.1412 2.6423 -1.1715
H 0.1445 1.6448 2.7112
H -1.3981 0.8314 2.3912
H -1.3094 2.1487 3.5647
H -2.0825 2.5557 -0.3842
H -3.1402 3.2443 0.8462
H -2.7672 1.5130 0.8508
C 4.5238 1.1023 -6.9071
O 4.2468 0.0023 -6.0744
C 4.9290 -0.0117 -4.8383
C 4.0051 -0.3302 -3.6861
O 3.0371 0.6737 -3.4262
C 1.8796 0.7326 -4.2456
C 0.8662 -0.3498 -3.9583
O 1.2833 -1.6254 -4.3974
C 1.0654 -2.6707 -3.4806
H 5.4493 0.9634 -7.4772
H 3.6962 1.1990 -7.6085
H 4.6083 2.0293 -6.3298
H 5.4168 0.9537 -4.6593
H 5.7103 -0.7835 -4.8546
H 4.6286 -0.3559 -2.7879
H 3.5512 -1.3135 -3.8151
H 2.1168 0.7705 -5.3103
H 1.4043 1.6770 -3.9640
H -0.0720 -0.0771 -4.4591
H 0.6686 -0.3561 -2.8783
H 1.2929 -2.3609 -2.4545
H 1.7272 -3.4957 -3.7382
H 0.0295 -3.0263 -3.5086
C -4.1616 -1.7509 0.3312
O -4.1553 -2.5541 1.4876
C -2.9514 -2.4940 2.2278
C -3.1791 -2.1680 3.6851
O -3.6475 -0.8491 3.9120
C -5.0206 -0.5719 3.7052
C -5.9384 -1.0822 4.7920
O -6.0595 -2.4891 4.7616
C -6.0742 -3.1137 6.0213
H -3.6190 -2.2188 -0.4971
H -5.1968 -1.5940 0.0307
H -3.6976 -0.7804 0.5329
H -2.2755 -1.7466 1.7947
H -2.4415 -3.4648 2.1750
H -2.1950 -2.1956 4.1618
H -3.8123 -2.9210 4.1573
H -5.3678 -0.9131 2.7278
H -5.0862 0.5190 3.7371
H -6.9225 -0.6202 4.6321
H -5.5677 -0.7494 5.7688
H -5.3139 -2.6904 6.6870
H -5.8584 -4.1693 5.8646
H -7.0503 -3.0266 6.5135

Atoms 1-6, force components in eV/Å:
C 0.149 -0.078 0.034
C -0.073 0.078 -0.074
C 0.164 -0.006 -0.071
C -0.342 0.345 0.167
C 0.175 0.443 0.254
C 0.107 0.194 -0.364

Its lowest unoccupied orbital energy is -0.74 eV. As for the total charge: 0. The molecular weight is 493.6 g/mol. Its energy is -46509.31700 eV. Its energy above the lowest of the compared OMol25 structures with the same formula, charge and spin is 0.0 kcal per mole. As for the orbital gap: 8.27 eV. As for the SMILES: CCCC1=C(CC(=O)N(C)C)C(=O)OC1=O.COCCOCCOC.COCCOCCOC. The calculation puts the maximum force at 1.1 eV/Å.

2.
C23H44Al2BrCl2GaKNNaO6 as an isolated structure at a distorted geometry. Source: the Open Molecules 2025 dataset; level of theory: ωB97M-V/def2-TZVPD.

Geometry (Å):
O -2.9865 3.3095 -7.0888
Ga -1.9039 2.6330 -5.6795
C -2.9674 2.5078 -3.8858
C -3.0432 0.9849 -3.4084
C -2.7721 0.9295 -1.8561
C -1.2271 0.6877 -1.5003
C -1.0584 -0.6747 -0.6473
C 0.3080 -0.7866 0.2017
C 0.1483 -1.6155 1.5451
C 1.2127 -2.7681 1.7279
C 2.5537 -2.2158 2.3864
C 3.5924 -3.3850 2.6751
C 5.0398 -2.7222 2.7188
C 5.2951 -1.7687 3.9634
N 5.4977 -0.3818 3.4410
C 6.5568 -0.0421 2.6311
C 6.3330 1.3782 2.3389
C 5.1141 1.7714 3.0656
C 4.5915 0.6044 3.7860
H -3.0138 2.6356 -7.7860
H -1.4472 1.1601 -6.1285
H -0.6262 3.5869 -5.4318
H -2.3540 3.0537 -3.1143
H -3.9677 3.0023 -3.9229
H -4.1075 0.6772 -3.6026
H -2.3767 0.3314 -4.0236
H -3.3853 0.0780 -1.4495
H -3.1752 1.8836 -1.4269
H -0.8803 1.5379 -0.8384
H -0.6022 0.7271 -2.4605
H -1.8941 -0.6687 0.1026
H -1.2235 -1.5578 -1.3182
H 1.1515 -1.2530 -0.3974
H 0.6371 0.2707 0.4438
H 0.2826 -0.9149 2.4184
H -0.8954 -2.0049 1.6261
H 0.7735 -3.5078 2.4458
H 1.4378 -3.2711 0.7522
H 2.2482 -1.6495 3.3050
H 2.9641 -1.4569 1.6596
H 3.5824 -4.0294 1.7567
H 3.3540 -3.9555 3.6063
H 5.1373 -2.1716 1.7451
H 5.8533 -3.5005 2.6981
H 4.4533 -1.7444 4.7446
H 6.2374 -2.0110 4.5216
H 7.3236 -0.7659 2.2994
H 7.0154 1.9413 1.6695
H 4.6932 2.7961 3.0595
H 3.7056 0.5185 4.4395
Na 1.1418 0.6383 -1.9469
C -5.2355 1.1948 -8.6863
Cl -3.9573 0.6123 -9.7507
Cl -6.8137 1.1681 -9.5110
H -5.2865 0.5559 -7.8092
H -5.0139 2.2171 -8.3871
C 6.2196 -0.1170 7.1605
C 6.0760 -1.4102 7.9956
O 5.3018 -2.2854 7.3111
H 5.2473 0.3573 6.9804
H 6.8452 0.6111 7.6929
H 6.6978 -0.3129 6.1906
H 5.7169 -1.0745 8.9849
H 7.1112 -1.7192 8.2255
K -8.0039 1.4609 -11.6272
C -7.5465 -2.9821 -10.2472
O -8.3904 -2.2729 -10.7791
O -6.5366 -3.4516 -10.8093
O -7.5560 -3.3492 -9.0546
C -3.9041 2.4286 1.8236
C -4.8924 1.3214 1.6006
O -4.5341 0.1758 1.4615
C -6.3581 1.6925 1.5559
H -2.8970 2.0119 1.8305
H -3.9751 3.1609 1.0169
H -4.0929 2.9063 2.7872
H -6.5453 2.3928 0.7407
H -6.6617 2.1606 2.5565
H -6.9606 0.7980 1.3938
Al 3.1898 -2.1614 5.6108
Br -7.6523 2.9420 3.7138
Al 8.0810 2.1466 4.1674

Atoms 1-6, force components in eV/Å:
O 0.118 -0.647 0.446
Ga -0.090 -0.006 -1.231
C 0.142 -0.490 1.795
C -0.918 1.315 -0.278
C 0.212 -0.688 -0.778
C -0.739 -0.093 0.781

Its lowest unoccupied orbital energy is -11.15 eV. As for the total charge: +3. The molecular weight is 767.2 g/mol. Its energy is -219699.00012 eV. Its energy above the lowest of the compared OMol25 structures with the same formula, charge and spin is 45.1 kcal per mole. As for the orbital gap: 1.20 eV. The calculation puts the maximum force at 5.0 eV/Å.

3.
C23H44AuF3N4O5SSbSi3 as an isolated structure. Source: the Open Molecules 2025 dataset; level of theory: ωB97M-V/def2-TZVPD.

Geometry (Å):
Au 0.1365 -1.7544 -0.4910
C -1.4967 -2.8018 -2.7945
N -0.4393 -1.7744 -2.5263
C 0.7379 -2.0860 -3.3830
N 0.3867 -2.1028 -4.7947
C -0.6646 -3.1068 -4.9954
N -1.8563 -2.8240 -4.2036
C -2.3669 -1.4984 -4.5706
N -1.3491 -0.4591 -4.3656
C -0.9824 -0.4478 -2.9596
C -0.1676 -0.7929 -5.1541
H -2.3698 -2.5528 -2.1952
H -1.1009 -3.7726 -2.4937
H 1.1280 -3.0587 -3.0829
H 1.5011 -1.3286 -3.1965
H -0.2727 -4.0873 -4.7158
H -0.9342 -3.1240 -6.0538
H -3.2365 -1.2732 -3.9540
H -2.6514 -1.5102 -5.6251
H -1.8435 -0.2241 -2.3329
H -0.2027 0.2955 -2.7838
H 0.5980 -0.0301 -4.9932
H -0.4356 -0.8054 -6.2129
C -1.7112 3.1306 -2.1016
Si -0.0916 3.3053 -1.1719
C 1.3176 3.4255 -2.4161
C -0.1437 4.8991 -0.1715
Sb 0.2495 1.1993 0.2093
Si -1.2821 1.7252 2.1833
C -2.9285 2.3711 1.5759
C -1.4711 0.1077 3.0959
C -0.5416 3.0448 3.3088
Si 2.5624 1.6174 1.1954
C 3.0002 3.4355 1.4248
C 2.6848 0.7515 2.8542
C 3.7755 0.8385 -0.0018
H -1.9319 4.0472 -2.6569
H -2.5394 2.9363 -1.4168
H -1.6793 2.3040 -2.8147
H 1.1778 4.2791 -3.0853
H 1.3701 2.5215 -3.0279
H 2.2805 3.5414 -1.9135
H -0.2664 5.7659 -0.8281
H 0.7732 5.0331 0.4046
H -0.9812 4.8879 0.5291
H -3.4131 1.6521 0.9121
H -2.8171 3.3217 1.0499
H -3.5889 2.5392 2.4324
H -1.9319 -0.6233 2.4284
H -2.1036 0.2197 3.9813
H -0.4997 -0.2869 3.4019
H -0.3959 3.9792 2.7616
H 0.4188 2.7452 3.7280
H -1.2244 3.2453 4.1407
H 2.3025 3.9234 2.1085
H 2.9745 3.9723 0.4741
H 4.0084 3.5341 1.8390
H 2.1554 1.2973 3.6362
H 3.7305 0.6530 3.1599
H 2.2560 -0.2496 2.8018
H 3.6948 1.2906 -0.9938
H 3.5708 -0.2320 -0.0905
H 4.8044 0.9643 0.3487
O 0.7015 -2.1969 1.4759
C 1.9188 -2.5859 1.6209
O 2.7813 -2.6306 0.7476
C 2.2643 -2.9959 3.0367
C 1.2969 -3.0172 4.0355
C 1.6400 -3.3767 5.3309
C 2.9519 -3.7154 5.6348
C 3.9196 -3.6971 4.6386
C 3.5752 -3.3396 3.3437
H 0.2810 -2.7479 3.7786
H 0.8829 -3.3918 6.1053
H 3.2202 -3.9938 6.6468
H 4.9438 -3.9604 4.8735
H 4.3087 -3.3150 2.5484
F -5.6472 -2.5432 0.5579
C -4.4057 -2.0420 0.6310
F -4.1864 -1.6851 1.9051
F -3.5502 -3.0340 0.3353
S -4.1860 -0.6148 -0.5122
O -4.4166 -1.2108 -1.8153
O -5.1745 0.3338 -0.0640
O -2.8029 -0.2332 -0.2720

Atoms 1-6, force components in eV/Å:
Au 0.032 -0.252 0.052
C 0.015 0.000 -0.016
N -0.024 0.076 0.043
C 0.014 0.001 -0.011
N -0.005 -0.003 0.008
C 0.015 -0.007 0.002

Its lowest unoccupied orbital energy is 2.51 eV. As for the total charge: -1. The molecular weight is 948.7 g/mol. Its energy is -93620.50849 eV. Its energy above the lowest of the compared OMol25 structures with the same formula, charge and spin is 9.8 kcal per mole. As for the orbital gap: 7.17 eV. The calculation puts the maximum force at 0.3 eV/Å.

Question: What is the total charge in the second record?
Answer: +3

Question: The highest molecular weight belongs to which entry?
Answer: C23H44AuF3N4O5SSbSi3